No. 1
ORCA calculation (ωB97M-V/def2-TZVPD) on 9 unconnected molecules or ions with the total composition C30H60Br6O12 in a non-equilibrium geometry.

Values from the calculation:
**HOMO**: -9.8 eV
**LUMO**: 0.2 eV
**F_max**: 5.217 eV/A
**SMILES string**: CCOC(C)=O.CCOC(C)=O.CCOC(C)=O.CCOC(C)=O.CCOC(C)=O.CCOC(C)=O.BrCCBr.BrCCBr.BrCCBr
**Charge**: 0
**ΔE to the lowest compared entry with this formula, charge and spin**: 0.0 kcal/mol

Bonds (Å) are listed after each position.
CARTESIAN COORDINATES (ANGSTROEM)
1 Br 6.841 -4.510 -3.612  C40 1.916
2 Br 0.138 -0.289 -0.015  C33 1.922
3 Br 2.857 1.676 1.066  C20 1.995
4 Br 6.622 -3.392 -6.901  C38 1.948
5 Br 9.373 6.979 3.678  C48 2.011
6 Br 9.722 4.903 -0.404  C34 1.982
7 O -5.429 -3.991 -2.438  C39 1.205
8 O 3.669 4.874 -6.546  C21 1.385, C24 1.348
9 O -4.312 -3.439 3.845  C44 1.203
10 O -3.594 -4.516 5.636  C30 1.398, C44 1.292
11 O -5.495 -5.479 -4.049  C19 1.396, C39 1.265
12 O 3.654 6.287 -4.665  C24 1.282
13 O -6.669 1.787 4.046  C23 1.257
14 O 8.680 -3.722 5.201  C36 1.296, C46 1.384
15 O -8.206 3.395 -2.716  C26 1.356, C42 1.388
16 O -7.407 1.485 -1.822  C26 1.174
17 O -6.365 3.541 5.494  C23 1.356, C31 1.487
18 O 7.720 -3.041 3.260  C36 1.262
19 C -6.794 -5.163 -4.452  O11 1.396, C29 1.524, H78 1.090, H83 1.090
20 C 2.950 0.014 -0.035  Br3 1.995, C33 1.503, H63 1.090, H101 1.090
21 C 5.029 4.993 -6.778  O8 1.385, C43 1.455, H79 1.090, H87 1.090
22 C 7.600 -1.756 6.255  C46 1.582, H65 1.090, H93 1.090, H104 1.090
23 C -6.967 2.389 5.109  O13 1.257, O17 1.356, C32 1.543
24 C 3.078 5.550 -5.541  O8 1.348, O12 1.282, C41 1.488
25 C -10.264 2.426 -3.736  C42 1.556, H57 1.090, H62 1.090, H72 1.090
26 C -7.249 2.479 -2.425  O15 1.356, O16 1.174, C35 1.517
27 C 9.898 -4.040 3.200  C36 1.505, H82 1.090, H91 1.090, H105 1.090
28 C -4.115 3.619 4.428  C31 1.467, H55 1.090, H64 1.090, H90 1.090
29 C -6.814 -4.223 -5.650  C19 1.524, H69 1.090, H86 1.090, H96 1.090
30 C -3.264 -3.405 6.417  O10 1.398, C45 1.550, H50 1.090, H67 1.090
31 C -5.416 4.272 4.613  O17 1.487, C28 1.467, H53 1.090, H74 1.090
32 C -7.939 1.814 6.160  C23 1.543, H60 1.090, H77 1.090, H89 1.090
33 C 1.894 -1.003 0.297  Br2 1.922, C20 1.503, H59 1.090, H76 1.090
34 C 9.832 6.278 1.019  Br6 1.982, C48 1.556, H68 1.090, H98 1.090
35 C -5.915 2.883 -3.025  C26 1.517, H75 1.090, H81 1.090, H97 1.090
36 C 8.676 -3.535 3.919  O14 1.296, O18 1.262, C27 1.505
37 C -4.443 -5.826 3.872  C44 1.523, H61 1.090, H66 1.090, H94 1.090
38 C 7.163 -2.333 -5.359  Br4 1.948, C40 1.528, H84 1.090, H108 1.090
39 C -4.959 -4.915 -3.052  O7 1.205, O11 1.265, C47 1.526
40 C 7.944 -3.098 -4.291  Br1 1.916, C38 1.528, H99 1.090, H103 1.090
41 C 1.641 5.172 -5.468  C24 1.488, H49 1.090, H70 1.090, H100 1.090
42 C -9.558 3.137 -2.545  O15 1.388, C25 1.556, H85 1.090, H92 1.090
43 C 5.394 3.973 -7.750  C21 1.455, H56 1.090, H58 1.090, H80 1.090
44 C -4.106 -4.457 4.451  O9 1.203, O10 1.292, C37 1.523
45 C -1.755 -3.070 6.306  C30 1.550, H71 1.090, H95 1.090, H106 1.090
46 C 7.652 -3.322 6.038  O14 1.384, C22 1.582, H73 1.090, H107 1.090
47 C -3.539 -5.393 -2.761  C39 1.526, H51 1.090, H52 1.090, H102 1.090
48 C 9.133 5.601 2.233  Br5 2.011, C34 1.556, H54 1.090, H88 1.090
49 H 1.065 5.577 -4.636  C41 1.090
50 H -3.918 -2.546 6.267  C30 1.090
51 H -3.660 -6.451 -2.528  C47 1.090
52 H -2.960 -5.272 -3.676  C47 1.090
53 H -5.889 4.324 3.632  C31 1.090
54 H 8.050 5.487 2.185  C48 1.090
55 H -3.613 3.303 5.343  C28 1.090
56 H 6.466 4.119 -7.877  C43 1.090
57 H -10.108 3.063 -4.607  C25 1.090
58 H 5.093 2.963 -7.472  C43 1.090
59 H 1.931 -1.782 -0.465  C33 1.090
60 H -7.348 1.366 6.959  C32 1.090
61 H -4.875 -6.463 4.643  C37 1.090
62 H -11.351 2.369 -3.689  C25 1.090
63 H 3.860 -0.583 0.020  C20 1.090
64 H -4.224 2.660 3.922  C28 1.090
65 H 7.052 -1.306 5.427  C22 1.090
66 H -5.042 -5.761 2.964  C37 1.090
67 H -3.448 -3.668 7.459  C30 1.090
68 H 9.441 7.211 0.611  C34 1.090
69 H -6.187 -4.453 -6.512  C29 1.090
70 H 1.061 5.361 -6.371  C41 1.090
71 H -1.473 -2.428 7.141  C45 1.090
72 H -9.828 1.469 -4.024  C25 1.090
73 H 6.714 -3.770 5.709  C46 1.090
74 H -5.243 5.323 4.840  C31 1.090
75 H -6.079 3.474 -3.926  C35 1.090
76 H 1.760 -1.271 1.345  C33 1.090
77 H -8.539 1.095 5.601  C32 1.090
78 H -7.056 -6.181 -4.743  C19 1.090
79 H 5.256 5.983 -7.175  C21 1.090
80 H 4.830 4.088 -8.676  C43 1.090
81 H -5.320 3.367 -2.251  C35 1.090
82 H 10.798 -3.850 3.785  C27 1.090
83 H -7.387 -4.693 -3.668  C19 1.090
84 H 6.241 -1.926 -4.942  C38 1.090
85 H -10.134 4.043 -2.356  C42 1.090
86 H -7.866 -4.181 -5.934  C29 1.090
87 H 5.527 4.841 -5.821  C21 1.090
88 H 9.492 4.638 2.595  C48 1.090
89 H -8.569 2.583 6.607  C32 1.090
90 H -3.464 4.238 3.810  C28 1.090
91 H 10.036 -3.491 2.269  C27 1.090
92 H -9.684 2.599 -1.605  C42 1.090
93 H 7.000 -1.501 7.128  C22 1.090
94 H -3.424 -6.178 3.716  C37 1.090
95 H -1.548 -2.604 5.342  C45 1.090
96 H -6.602 -3.200 -5.338  C29 1.090
97 H -5.479 1.954 -3.393  C35 1.090
98 H 10.828 6.503 1.401  C34 1.090
99 H 8.909 -3.428 -4.674  C40 1.090
100 H 1.738 4.103 -5.277  C41 1.090
101 H 2.751 0.252 -1.080  C20 1.090
102 H -3.074 -4.779 -1.989  C47 1.090
103 H 8.047 -2.467 -3.408  C40 1.090
104 H 8.632 -1.427 6.376  C22 1.090
105 H 9.775 -5.090 2.935  C27 1.090
106 H -1.196 -4.001 6.394  C45 1.090
107 H 7.961 -3.710 7.009  C46 1.090
108 H 7.687 -1.502 -5.832  C38 1.090


No. 2
ORCA calculation (ωB97M-V/def2-TZVPD) on 8 unconnected molecules or ions with the total composition C30H60O14 in a non-equilibrium geometry.

Values from the calculation:
**HOMO**: -9.7 eV
**LUMO**: 0.3 eV
**F_max**: 9.615 eV/A
**SMILES string**: CCOC(C)=O.CCOC(C)=O.CCOC(C)=O.CCOC(C)=O.CCOC(C)=O.CCOC(C)=O.CC(C)=O.CC(C)=O
**Charge**: 0
**ΔE to the lowest compared entry with this formula, charge and spin**: 216.1 kcal/mol

Bonds (Å) are listed after each position.
CARTESIAN COORDINATES (ANGSTROEM)
1 O 1.615 -1.570 -3.391  C36 1.462, C40 1.418
2 O 3.330 5.158 -1.772  C33 1.233
3 O -1.527 5.981 2.008  C25 1.389, C39 1.315
4 O -1.550 6.126 -0.231  C39 1.298
5 O -2.144 3.246 -2.636  C37 1.297
6 O -1.324 0.583 1.016  C29 1.265
7 O 1.473 -8.598 3.092  C21 1.374
8 O -3.084 -4.355 0.605  C31 1.149
9 O 0.000 -1.197 0.560  C24 1.390, C29 1.297
10 O -1.209 -5.408 0.208  C31 1.324, C35 1.438
11 O 1.214 -0.693 4.961  C18 1.226
12 O 2.424 3.224 -0.904  C23 1.365, C33 1.366
13 O 0.260 -2.847 -4.858  C36 1.267
14 O -3.184 4.016 -4.595  C37 1.350, C38 1.455
15 C 0.399 -0.437 -5.154  C36 1.450, H49 0.927, H86 1.039, H89 1.052
16 C -4.469 3.785 -2.520  C37 1.506, H62 1.104, H78 1.076, H98 1.001
17 C -0.012 -8.521 5.103  C21 1.556, H46 1.056, H57 1.131, H94 1.080
18 C 1.402 0.424 4.492  O11 1.226, C27 1.594, C28 1.571
19 C 1.050 4.569 -2.344  C33 1.524, H47 1.061, H81 1.028, H102 1.030
20 C -1.068 -7.635 1.047  C35 1.517, H87 0.997, H99 1.191, H101 1.076
21 C 0.965 -7.827 4.110  O7 1.374, C17 1.556, C43 1.528
22 C -2.001 -3.719 -1.379  C31 1.558, H52 1.158, H69 1.082, H100 1.149
23 C 3.442 2.847 -0.077  O12 1.365, C34 1.541, H75 0.991, H96 1.052
24 C -0.227 -1.918 1.727  O9 1.390, C44 1.583, H80 1.135, H91 1.134
25 C -1.781 7.329 2.224  O3 1.389, C32 1.621, H82 1.080, H103 1.073
26 C -2.210 4.139 -6.788  C38 1.515, H64 1.011, H65 1.141, H72 1.007
27 C 0.282 1.281 3.748  C18 1.594, H56 1.157, H73 1.161, H92 0.969
28 C 2.850 1.034 4.464  C18 1.571, H53 1.091, H63 1.213, H68 1.152
29 C -0.523 -0.047 0.267  O6 1.265, O9 1.297, C42 1.587
30 C 2.728 -2.248 -1.421  C40 1.547, H48 1.162, H61 1.125, H67 1.105
31 C -2.184 -4.560 -0.080  O8 1.149, O10 1.324, C22 1.558
32 C -0.509 8.262 1.853  C25 1.621, H66 1.106, H74 1.030, H97 1.082
33 C 2.399 4.356 -1.668  O2 1.233, O12 1.366, C19 1.524
34 C 3.347 1.362 0.323  C23 1.541, H71 1.122, H76 0.992, H104 1.095
35 C -1.212 -6.173 1.426  O10 1.438, C20 1.517, H70 1.035, H84 1.107
36 C 0.702 -1.707 -4.524  O1 1.462, O13 1.267, C15 1.450
37 C -3.183 3.658 -3.293  O5 1.297, O14 1.350, C16 1.506
38 C -1.950 3.797 -5.335  O14 1.455, C26 1.515, H54 1.175, H85 1.177
39 C -1.505 5.387 0.835  O3 1.315, O4 1.298, C41 1.579
40 C 1.950 -2.741 -2.664  O1 1.418, C30 1.547, H60 1.144, H79 1.084
41 C -1.084 3.865 0.826  C39 1.579, H50 1.208, H58 1.038, H88 1.055
42 C -0.105 0.524 -1.154  C29 1.587, H45 1.045, H55 1.018, H83 0.923
43 C 1.507 -6.450 4.490  C21 1.528, H77 1.106, H90 1.057, H95 1.050
44 C 0.728 -3.175 1.840  C24 1.583, H51 1.067, H59 1.034, H93 0.985
45 H 0.938 0.562 -1.109  C42 1.045
46 H -0.166 -9.511 4.768  C17 1.056
47 H 1.088 3.717 -2.975  C19 1.061
48 H 2.068 -1.624 -0.696  C30 1.162
49 H 0.588 0.303 -4.629  C15 0.927
50 H -1.773 3.514 1.754  C41 1.208
51 H 0.585 -3.853 1.029  C44 1.067
52 H -2.860 -2.943 -1.342  C22 1.158
53 H 3.421 0.254 4.970  C28 1.091
54 H -1.429 2.744 -5.346  C38 1.175
55 H -0.447 1.481 -1.215  C42 1.018
56 H 0.337 1.302 2.592  C27 1.157
57 H -1.030 -8.038 5.200  C17 1.131
58 H -1.479 3.364 0.007  C41 1.038
59 H 0.469 -3.543 2.771  C44 1.034
60 H 0.991 -3.123 -2.171  C40 1.144
61 H 3.690 -1.776 -1.763  C30 1.125
62 H -4.926 4.572 -3.145  C16 1.104
63 H 2.707 1.925 5.274  C28 1.213
64 H -3.027 3.607 -7.056  C26 1.011
65 H -2.510 5.238 -6.843  C26 1.141
66 H 0.257 7.799 2.503  C32 1.106
67 H 2.957 -2.972 -0.618  C30 1.105
68 H 3.254 1.313 3.422  C28 1.152
69 H -1.960 -4.502 -2.125  C22 1.082
70 H -0.428 -5.779 1.974  C35 1.035
71 H 3.678 0.809 -0.596  C34 1.122
72 H -1.376 3.908 -7.302  C26 1.007
73 H -0.749 0.761 3.873  C27 1.161
74 H -0.866 9.222 1.959  C32 1.030
75 H 4.228 3.162 -0.591  C23 0.991
76 H 4.043 1.048 0.956  C34 0.992
77 H 2.461 -5.986 4.178  C43 1.106
78 H -4.270 3.923 -1.472  C16 1.076
79 H 2.552 -3.361 -3.319  C40 1.084
80 H -0.232 -1.276 2.663  C24 1.135
81 H 1.017 5.388 -2.964  C19 1.028
82 H -2.173 7.550 3.206  C25 1.080
83 H -0.106 -0.042 -1.883  C42 0.923
84 H -2.044 -6.117 2.154  C35 1.107
85 H -1.132 4.502 -4.867  C38 1.177
86 H 0.855 -0.295 -6.077  C15 1.039
87 H -0.237 -7.895 0.562  C20 0.997
88 H -0.042 3.941 0.976  C41 1.055
89 H -0.622 -0.623 -5.324  C15 1.052
90 H 1.755 -6.640 5.500  C43 1.057
91 H -1.291 -2.309 1.747  C24 1.134
92 H 0.184 2.156 4.152  C27 0.969
93 H 1.664 -2.870 1.851  C44 0.985
94 H 0.218 -8.664 6.148  C17 1.080
95 H 0.887 -5.612 4.364  C43 1.050
96 H 3.464 3.469 0.771  C23 1.052
97 H -0.147 8.153 0.839  C32 1.082
98 H -4.947 2.907 -2.473  C16 1.001
99 H -1.984 -7.768 0.297  C20 1.191
100 H -1.025 -3.116 -1.449  C22 1.149
101 H -1.028 -8.291 1.899  C20 1.076
102 H 0.177 4.415 -1.819  C19 1.030
103 H -2.665 7.389 1.619  C25 1.073
104 H 2.435 0.962 0.778  C34 1.095